11
Properties=species:S:1:pos:R:3:forces:R:3:lowdin_charge:R:1 method="wB97M-V/def2-TZVPD" smiles="C=CO.SS" max_force_ev_per_a=2.30 de_lowest_ev=1.071
S -1.453 -0.819 -1.005 -0.1 0.4 -0.3 0.2480
S -1.307 1.246 -0.760 0.3 0.0 -0.1 0.2150
O 1.728 0.261 2.317 0.5 0.4 -1.0 -0.0148
C 1.882 0.085 0.952 0.4 -1.0 1.1 -0.2683
C 1.856 -1.130 0.384 0.6 2.2 0.1 -0.0282
H 2.050 -0.558 2.688 -0.2 -0.4 0.7 0.0816
H -0.128 -0.971 -0.991 0.0 -0.4 0.3 -0.2667
H 1.953 -1.032 -0.688 0.4 -1.0 -0.1 0.0495
H 2.246 0.975 0.462 -0.9 0.3 -0.3 0.1113
H -0.429 1.493 -1.764 -0.4 -0.1 0.1 -0.1945
H 1.986 -1.987 1.025 -0.6 -0.6 -0.5 0.0671